[1]
Here is an isolated molecule of C16H24N2O4 from the OMol25 dataset. Energies are from ωB97M-V/def2-TZVPD.

Structure (XYZ):
```
46
Properties=species:S:1:pos:R:3:forces:R:3
C -1.716 -2.818 -0.569 -0.3 -0.2 0.3
H 3.495 -2.134 0.451 0.0 0.2 0.0
H -3.882 -0.082 1.557 -0.1 -0.1 0.1
C 4.422 -0.388 -0.031 0.0 0.1 0.0
H -3.871 -2.739 -0.584 -0.1 0.0 0.0
H -1.609 -2.918 -1.653 0.1 0.0 -0.1
H -0.183 -5.796 0.325 0.1 -0.1 0.0
H -0.179 0.508 0.913 -0.1 0.0 0.0
H -2.402 -4.849 -0.325 -0.1 0.0 0.1
C -0.168 2.171 -0.345 0.2 -0.2 0.1
H 0.334 2.797 -1.064 0.0 0.0 -0.1
H -5.364 0.812 1.207 0.0 0.0 0.1
C -3.599 1.954 0.952 -0.7 0.1 0.1
H 4.918 1.543 -0.415 -0.1 -0.2 0.1
H 0.521 -4.176 0.244 0.1 0.0 0.0
C 1.802 0.715 0.168 0.4 0.1 -0.1
O -2.144 3.363 -0.836 0.1 -0.1 0.0
O -2.198 1.772 0.757 0.2 -0.2 0.1
H -3.112 -0.894 -2.010 0.1 0.0 0.0
H 3.781 3.428 0.016 0.0 0.0 0.0
N 4.126 0.949 -0.205 0.2 0.3 -0.1
C -0.253 -4.825 -0.159 -0.2 0.0 0.1
C -1.594 2.506 -0.183 -0.1 0.3 -0.1
H -5.240 -0.641 -0.623 0.0 0.0 -0.1
H -4.533 0.841 -1.262 -0.1 0.0 0.0
C 2.016 -0.712 0.441 0.3 0.2 -0.1
C -1.621 -4.198 0.077 0.2 0.1 -0.2
H -3.728 2.392 1.948 0.1 0.0 -0.1
N 3.328 -1.147 0.287 0.0 -0.4 0.1
C -4.344 0.624 0.866 0.3 0.2 -0.2
H -3.969 2.660 0.201 0.0 -0.1 0.2
H 2.679 3.234 -1.346 0.0 0.0 -0.1
H -3.119 -2.005 0.831 -0.1 0.0 0.1
H -1.790 -4.101 1.152 -0.1 0.0 0.0
C 0.425 1.148 0.282 -0.4 0.2 -0.1
H -2.234 -0.172 -0.667 0.1 0.0 -0.1
C 2.880 1.504 -0.116 -0.5 -0.3 0.2
O 1.159 -1.498 0.772 -0.2 -0.1 0.1
H -0.072 -4.957 -1.224 0.1 0.0 -0.1
O 5.541 -0.821 -0.142 0.3 -0.2 0.0
H -0.887 -2.207 -0.207 0.0 0.0 -0.1
C -3.120 -0.750 -0.926 -0.3 -0.1 0.1
H 2.028 3.416 0.283 0.0 0.0 0.0
C -4.381 0.030 -0.545 0.2 0.0 0.1
C -3.035 -2.118 -0.252 0.3 0.2 -0.3
C 2.838 2.983 -0.298 0.0 0.0 0.0
```
Forces are in eV/Å.

The calculation puts the HOMO-LUMO gap at 8.9 eV. The value obtained for the HOMO energy is -0.3316 hartree. Its spin multiplicity is 1. As for the SMILES: CCCCCCCCOC(=O)/C=C/c1c(C)[nH]c(=O)[nH]c1=O. Its maximum force is 0.7 eV Å⁻¹. The LUMO energy is -0.12 eV.

=====

[2]
Here is C16H24N3O3ReSe2Te2 as an isolated structure at a distorted geometry from the OMol25 dataset. Energies are from ωB97M-V/def2-TZVPD.

Structure (XYZ):
```
51
Properties=species:S:1:pos:R:3:forces:R:3
C -0.900 2.571 1.135 -0.1 0.0 0.1
H -1.498 -3.539 -2.697 0.0 0.0 0.0
C 0.837 3.083 -0.498 0.1 0.0 0.1
H 1.173 0.030 4.462 0.0 0.0 0.1
C 0.587 -1.342 -3.844 0.0 0.0 0.0
C -2.058 -2.241 1.505 0.0 0.4 -0.2
C 0.783 0.650 -2.521 0.3 -0.1 0.0
H -0.252 0.251 5.481 -0.1 0.1 -0.1
C -0.424 -3.433 -2.861 0.0 0.0 0.0
N -0.461 0.727 3.374 0.0 -0.2 -0.1
H 1.705 2.795 0.097 0.0 0.0 0.0
C -0.345 2.139 -0.216 -0.1 -0.1 -0.1
C 0.207 0.023 -1.412 -0.3 0.1 0.2
C 1.559 0.725 -4.901 0.1 0.0 0.0
Re 0.245 -0.373 1.478 0.0 0.0 1.0
Te 2.642 2.498 3.894 -0.2 -0.3 -0.3
H -0.348 -3.490 1.754 -0.1 0.0 0.0
Te 3.636 -1.514 2.440 -0.5 0.3 -0.3
C -0.001 -1.992 -2.770 0.0 -0.1 0.0
C -0.210 -1.300 -1.584 -0.2 0.2 0.0
H 0.745 -1.869 -4.779 0.0 0.0 0.0
H -1.477 0.692 3.417 0.0 0.2 0.0
H -1.214 2.002 -2.230 0.0 0.0 0.0
H -1.756 3.383 -1.275 0.0 0.0 0.0
C -0.987 -2.865 2.391 0.1 -0.2 0.0
N -0.221 -1.760 2.915 0.0 -0.2 0.4
H 1.144 1.659 -2.449 0.0 0.0 0.0
C -0.332 -1.490 4.239 -0.2 -0.1 -0.3
H 1.777 0.042 -5.722 0.0 0.0 0.0
H -0.139 1.690 3.456 0.0 0.0 0.0
O -1.673 -1.069 1.028 -0.1 -0.3 0.1
H 0.080 -4.031 -2.099 0.0 0.0 0.0
Se 1.889 -2.059 0.648 0.4 -0.4 -0.3
H -1.430 -3.480 3.170 0.0 0.1 0.0
H 1.136 3.121 -1.541 0.0 0.1 0.0
C 0.088 -0.067 4.498 0.1 0.0 0.1
H 0.872 1.488 -5.275 0.0 0.0 0.0
H -2.356 1.756 -0.910 0.0 0.0 0.0
H 0.557 4.096 -0.204 0.0 0.0 0.0
C 0.965 -0.012 -3.728 0.0 0.1 0.0
H -0.108 2.646 1.878 0.0 0.1 -0.1
Se 2.402 0.764 2.029 0.7 0.1 0.2
H -0.183 -3.854 -3.838 0.0 0.0 0.0
O -0.771 -2.231 5.107 0.1 0.0 0.1
O -3.132 -2.746 1.263 0.1 -0.1 0.0
H -0.795 -1.767 -0.810 0.1 -0.1 0.2
H -1.344 3.563 1.031 0.0 0.0 0.0
N 0.060 0.690 -0.142 0.0 0.5 -1.0
C -1.482 2.327 -1.229 0.0 0.0 0.0
H -1.679 1.884 1.472 0.0 0.0 0.0
H 2.486 1.231 -4.626 0.0 0.0 0.0
```
Forces are in eV/Å.

The calculation puts the HOMO-LUMO gap (spin up / spin down) at 6.1 / 6.0 eV. Its charge is -1. The value obtained for the HOMO energy (spin up / spin down) is -0.1640 / -0.1621 hartree. Its spin multiplicity is 2. As for the expectation value of S²: 0.764. Its maximum force is 1.1 eV Å⁻¹. The LUMO energy (spin up / spin down) is 1.64 / 1.58 eV.

=====

[3]
Here is C16H24N4O2S3 as an isolated structure at a distorted geometry from the OMol25 dataset. Energies are from ωB97M-V/def2-TZVPD.

Structure (XYZ):
```
49
Properties=species:S:1:pos:R:3:forces:R:3
H -2.536 1.548 2.333 -0.8 -1.8 2.2
H 4.994 1.286 -2.086 1.2 0.0 -0.7
H 2.288 1.206 0.151 1.9 1.2 -1.8
H 3.297 2.645 -3.155 1.1 -3.0 -2.1
H 1.930 -2.411 -2.626 0.4 2.1 -1.4
H 2.890 1.341 -4.464 0.6 -0.7 0.5
C 2.325 -1.362 -3.028 0.9 -3.7 0.2
C -0.186 -0.466 -2.857 0.0 -9.4 -6.9
H -3.963 -1.964 4.438 1.6 -1.5 -0.7
H 4.520 2.135 -4.427 -0.1 -1.2 0.5
C 3.313 1.489 -0.386 -2.4 -7.6 0.0
N 0.589 2.697 -2.246 3.0 6.8 -0.6
O -3.155 -2.137 0.628 -0.9 4.1 2.0
H -4.693 0.710 3.343 0.6 1.6 1.3
S -2.307 1.189 -0.288 0.9 2.7 0.7
N -2.870 -0.492 2.251 3.7 -7.2 6.7
H 5.230 0.910 0.169 4.8 -0.3 -1.8
H -4.103 -3.134 2.820 2.7 1.5 3.1
C -3.719 0.421 0.373 6.8 -13.4 -10.8
C -1.509 0.092 -1.362 -4.4 2.6 4.9
S -2.126 -1.324 -1.672 0.0 -3.9 -2.1
H -4.094 0.164 4.667 0.2 -1.7 2.7
C 0.231 1.660 -2.175 -2.2 -3.4 1.3
H 3.327 2.383 -0.906 0.6 2.1 -0.2
H -1.864 0.644 3.652 2.8 -0.9 0.8
N 3.400 0.422 -1.641 -5.0 -1.4 5.3
H 3.982 -0.167 0.865 0.0 -0.4 -0.1
C -2.741 0.613 3.128 0.2 4.8 -4.3
C 3.773 1.542 -3.841 -1.6 5.6 2.9
H -4.227 -0.204 -0.544 0.3 2.3 1.8
H -2.811 -3.524 4.251 -0.3 0.4 0.4
H -3.846 1.843 4.406 -0.1 6.7 2.7
C -0.473 0.502 -2.038 2.1 0.6 -1.4
C -3.250 -0.956 1.120 -1.0 0.6 -3.3
O 1.628 -0.715 -0.830 2.7 -1.5 -0.7
C 4.336 0.792 0.550 -4.7 4.7 2.9
C -2.231 -1.867 3.119 3.2 0.3 -3.0
H -1.510 -1.520 3.861 0.0 0.8 -0.3
C -3.812 0.955 4.087 -3.3 -6.8 -6.9
S 1.115 -0.620 -4.275 -0.9 0.1 4.3
H 4.614 -0.106 -3.088 2.3 -4.1 -1.3
H 3.193 -1.628 -3.702 -0.6 0.5 1.0
H 4.283 1.570 1.417 0.5 -1.7 -0.6
H -4.275 0.904 0.855 -8.1 7.6 7.0
C -3.225 -2.614 3.807 -6.6 -1.8 -1.9
C 2.610 -0.689 -1.641 -4.5 3.9 -0.6
N -1.040 -1.743 -2.858 2.4 5.4 0.8
H -1.565 -2.689 2.433 -2.0 2.9 1.3
C 4.262 0.667 -2.586 2.0 5.8 -4.0
```
Forces are in eV/Å.

The calculation puts the HOMO-LUMO gap at 8.5 eV. The value obtained for the HOMO energy is -0.2995 hartree. Its spin multiplicity is 1. Its maximum force is 18.5 eV Å⁻¹. The LUMO energy is 0.38 eV.

=====

[4]
Here is C16H24NO5SiTc as an isolated structure from the OMol25 dataset. Energies are from ωB97M-V/def2-TZVPD.

Structure (XYZ):
```
48
Properties=species:S:1:pos:R:3:forces:R:3
H 0.412 5.937 2.639 0.0 0.0 0.0
H -2.299 -3.444 -0.701 0.0 0.0 0.0
Si -0.390 -1.186 0.017 0.0 0.0 0.0
H 1.186 -3.031 -2.088 0.0 0.0 0.0
N -0.564 2.431 -0.068 0.0 0.0 0.0
H 1.476 -3.280 0.781 0.0 0.0 0.0
H -1.601 -0.988 2.182 0.0 0.0 0.0
C 1.168 2.228 -1.629 0.0 0.0 0.0
O -2.522 1.053 0.351 0.1 -0.1 0.0
C -2.481 2.088 1.227 0.0 0.0 0.0
C 1.543 -2.439 1.477 0.0 0.0 0.0
H 0.957 -1.404 -2.738 0.0 0.0 0.0
C 1.337 -1.082 0.772 0.0 0.0 0.0
O 0.392 1.145 -1.905 0.0 0.0 0.1
H -2.677 -1.577 0.924 0.0 0.0 0.0
Tc -1.298 0.840 -1.088 0.0 0.1 0.0
C 2.488 -0.865 -0.214 0.0 0.0 0.0
C -0.786 3.982 1.692 0.0 0.0 0.0
H -1.489 -2.666 1.640 0.0 0.0 0.0
C 1.120 4.060 0.188 0.0 0.0 0.0
O 2.158 2.516 -2.216 0.0 0.0 0.0
C 0.587 2.976 -0.459 0.0 0.0 0.0
H 2.380 0.043 -0.805 0.0 0.0 0.0
C -0.745 -2.168 -1.584 0.0 0.0 0.0
C 1.357 0.034 1.826 0.0 0.0 0.0
H 2.055 4.497 -0.134 0.0 0.0 0.0
H 0.827 -2.602 2.283 0.0 0.0 0.0
H -1.357 4.339 2.540 0.0 0.0 0.0
H -0.695 -4.177 -0.742 0.0 0.0 0.0
H 2.600 -1.700 -0.905 0.0 0.0 0.0
C 0.415 4.579 1.286 0.0 0.0 0.0
H -2.302 -1.764 -3.107 0.0 0.0 0.0
H -1.633 -4.032 -2.226 0.0 0.0 0.0
O 0.950 5.632 1.897 0.0 0.0 0.0
C -1.383 -3.529 -1.287 0.0 0.0 0.0
C -1.659 -1.639 1.309 0.0 0.0 0.0
H 1.305 1.024 1.366 0.0 0.0 0.0
H -2.608 -0.922 -1.631 0.0 0.0 0.0
H 0.542 -0.054 2.548 0.0 0.0 0.0
H 3.423 -0.783 0.348 0.0 0.0 0.0
C -1.775 -1.264 -2.289 0.0 0.0 0.0
H 0.123 -2.783 -3.467 0.0 0.0 0.0
O -3.295 2.309 2.061 0.0 0.0 0.0
H -1.299 -0.412 -2.830 0.0 0.0 0.0
H 2.295 -0.013 2.386 0.0 0.0 0.0
C 0.454 -2.348 -2.519 0.0 0.0 0.0
C -1.237 2.900 0.976 0.0 0.0 0.0
H 2.544 -2.463 1.916 0.0 0.0 0.0
```
Forces are in eV/Å.

The calculation puts the HOMO-LUMO gap (spin up / spin down) at 7.7 / 7.8 eV. Its charge is +1. The value obtained for the HOMO energy (spin up / spin down) is -0.4699 / -0.4619 hartree. Its spin multiplicity is 2. As for the expectation value of S²: 0.789. Its maximum force is 0.1 eV Å⁻¹. The LUMO energy (spin up / spin down) is -5.11 / -4.72 eV.

=====

The records above yield relative energy (zero: lowest compared OMol25 entry of this formula, charge and spin) values of 6.5; 21.1; 345.1; 0.0 kcal/mol, respectively.
The records above yield calculated total energy values of -1034.6183; -6431.4249; -2187.6156; -1425.1273 a.u., respectively.